# 1
{
  "formula": "C30H45INO6PS5",
  "method": "ωB97M-V with the def2-TZVPD basis set",
  "symbols": ["C", "C", "C", "C", "C", "C", "C", "C", "I", "C", "C", "C", "C", "S", "C", "C", "C", "C", "P", "S", "C", "C", "N", "H", "H", "H", "H", "H", "H", "H", "H", "H", "H", "H", "H", "H", "H", "H", "H", "H", "H", "H", "H", "H", "O", "S", "O", "C", "C", "C", "C", "H", "H", "H", "H", "H", "H", "H", "H", "O", "S", "O", "C", "C", "C", "C", "H", "H", "H", "H", "H", "H", "H", "H", "O", "S", "O", "C", "C", "C", "C", "H", "H", "H", "H", "H", "H", "H", "H"],
  "coordinates": [[4.1763, -0.0458, 3.0687], [4.2941, 1.4779, 2.7029], [4.1717, 1.6281, 1.1628], [4.3933, 3.0778, 0.6662], [4.8671, 3.0074, -0.8021], [5.0064, 4.3845, -1.5203], [3.9856, 5.4298, -1.1086], [4.3865, 6.6460, -0.5874], [6.4376, 7.1840, -0.3712], [3.4823, 7.6059, -0.1645], [2.1447, 7.3377, -0.3057], [1.6758, 6.1553, -0.8464], [2.6076, 5.2146, -1.2375], [2.0194, 3.6777, -1.9388], [0.4010, 3.5461, -1.2036], [-0.2140, 2.3217, -1.0296], [-1.4708, 2.2139, -0.4944], [-2.1362, 3.3722, -0.0985], [-3.8121, 3.2596, 0.5947], [-3.9095, 3.4215, 2.5316], [-1.5094, 4.5872, -0.2696], [-0.2476, 4.7079, -0.8191], [0.2588, 6.0320, -0.9720], [5.1336, -0.5779, 3.0029], [3.4873, -0.5522, 2.3824], [3.7802, -0.1932, 4.0830], [5.2809, 1.8040, 3.0493], [3.4551, 1.9708, 3.2077], [3.2217, 1.2151, 0.7927], [4.9511, 0.9906, 0.7129], [3.4430, 3.6230, 0.7396], [5.1435, 3.6053, 1.2721], [5.8394, 2.4930, -0.7991], [4.1565, 2.3770, -1.3445], [6.0399, 4.7185, -1.4219], [4.8554, 4.1918, -2.5984], [3.7899, 8.5611, 0.2500], [1.4309, 8.0929, 0.0223], [0.2788, 1.4049, -1.3533], [-1.9646, 1.2501, -0.3858], [-4.3938, 2.0588, 0.1211], [-4.5869, 4.2853, -0.0036], [-2.0377, 5.4896, 0.0459], [-0.1023, 6.4782, -1.8086], [4.1587, -1.4270, 0.0852], [3.3382, -1.8130, -1.0321], [1.9630, -2.2117, -0.8688], [3.4247, -0.5113, -2.2564], [4.6202, -0.8836, -3.1248], [4.5087, -2.3947, -3.3596], [4.2072, -3.0487, -2.0064], [3.5342, 0.4497, -1.7591], [2.4984, -0.5346, -2.8315], [4.6221, -0.3276, -4.0618], [5.5500, -0.6581, -2.5967], [3.6908, -2.5947, -4.0555], [5.4183, -2.8036, -3.7985], [3.5754, -3.9275, -2.1118], [5.1210, -3.3099, -1.4750], [-7.3785, -0.7042, -0.1154], [-5.9476, -0.8127, 0.0100], [-5.0485, -0.2151, -0.9532], [-5.4773, -0.2822, 1.6498], [-5.5581, -1.5498, 2.4939], [-4.9313, -2.6616, 1.6423], [-5.5193, -2.5427, 0.2310], [-6.1468, 0.5057, 1.9897], [-4.4542, 0.0917, 1.5973], [-5.0406, -1.4292, 3.4446], [-6.6026, -1.7910, 2.7055], [-3.8471, -2.5201, 1.6027], [-5.1193, -3.6544, 2.0647], [-4.8016, -2.8316, -0.5347], [-6.4325, -3.1286, 0.1256], [-7.0165, -7.2564, 1.4395], [-5.7120, -6.6537, 1.5023], [-5.4556, -5.4810, 2.3073], [-4.5167, -7.9187, 1.9133], [-4.0898, -8.4871, 0.5640], [-3.9076, -7.2773, -0.3607], [-5.1277, -6.3681, -0.1724], [-4.9749, -8.6561, 2.5684], [-3.6815, -7.4339, 2.4192], [-3.1752, -9.0725, 0.6493], [-4.8726, -9.1391, 0.1693], [-2.9999, -6.7385, -0.0798], [-3.7998, -7.5777, -1.4022], [-4.8724, -5.3174, -0.2872], [-5.9338, -6.6302, -0.8556]],
  "atomic_forces_ev_per_a": [[-0.210, 0.308, 0.039], [-0.558, -1.850, -0.569], [0.930, 0.492, 0.614], [-0.171, -0.695, -0.479], [-0.117, 0.426, 0.520], [-0.516, -0.993, -0.560], [0.792, -0.319, 0.037], [0.717, 0.545, 0.287], [-0.429, -0.112, -0.007], [0.077, 0.100, -0.155], [-0.534, 0.800, 0.441], [-0.075, 0.774, -0.001], [-0.399, -0.860, -0.199], [-0.302, -0.013, -0.090], [0.860, 0.771, -0.109], [0.609, -1.047, -0.377], [-0.803, 0.070, 0.290], [-0.492, -0.650, -0.499], [-0.155, 0.325, 0.805], [0.054, -0.130, 0.072], [-0.794, 0.754, 0.511], [-0.691, 0.279, 0.106], [0.559, -0.878, -0.236], [-0.144, 0.217, -0.069], [0.127, 0.127, 0.135], [0.208, 0.112, -0.166], [-0.384, 0.463, -0.006], [0.450, 0.373, -0.047], [0.086, 0.235, 0.207], [-0.178, 0.102, 0.136], [0.253, 0.049, 0.037], [-0.179, -0.131, -0.027], [-0.185, 0.175, -0.190], [0.278, 0.069, 0.077], [-0.356, 0.282, 0.115], [0.156, 0.120, 0.221], [0.104, -0.238, -0.075], [0.013, -0.274, -0.090], [0.101, 0.252, 0.092], [0.230, 0.077, -0.092], [0.350, 0.270, -0.356], [0.338, -0.324, -0.337], [0.284, -0.086, -0.104], [0.066, 0.035, 0.096], [-0.080, -0.238, 0.140], [-0.119, 0.180, -0.503], [0.040, -0.012, 0.309], [0.106, 0.181, -0.290], [0.068, -0.071, 0.035], [-0.023, 0.057, -0.052], [0.216, -0.230, -0.273], [-0.081, -0.075, 0.146], [-0.023, -0.030, 0.061], [0.003, 0.008, 0.024], [-0.029, 0.040, 0.004], [0.002, 0.013, 0.022], [-0.021, -0.015, 0.017], [-0.038, 0.031, 0.180], [-0.059, 0.063, 0.100], [0.026, 0.126, -0.275], [0.254, -0.113, 0.344], [-0.237, 0.128, -0.138], [0.000, 0.009, 0.395], [-0.002, -0.096, -0.151], [0.065, -0.054, 0.251], [0.185, -0.386, 0.171], [0.013, 0.071, -0.179], [-0.022, 0.022, -0.005], [-0.016, 0.025, -0.015], [0.012, 0.033, 0.014], [-0.027, 0.074, -0.031], [0.101, 0.613, -0.239], [-0.103, 0.133, -0.123], [-0.060, 0.128, -0.026], [-0.097, 0.169, 0.105], [0.301, -0.143, -0.005], [-0.388, -0.605, 0.091], [0.249, -0.275, -0.050], [-0.073, 0.039, -0.094], [0.074, -0.029, 0.047], [0.247, 0.003, -0.347], [-0.114, 0.132, 0.047], [-0.058, 0.048, 0.018], [-0.020, 0.001, 0.012], [0.011, -0.013, 0.044], [-0.021, -0.006, 0.011], [-0.013, 0.027, 0.011], [-0.139, 0.029, 0.081], [-0.081, 0.005, 0.121]],
  "gap_ev": 8.5,
  "largest_force_ev_per_a": 2.01,
  "de_lowest_kcal_mol": 5.5,
  "smiles": "CCCCCCc1c(I)ccc2c1Sc1ccc([PH2]=S)cc1N2.O=S1(=O)CCCC1.O=S1(=O)CCCC1.O=S1(=O)CCCC1",
  "total_energy_ev": -117180.0872
}

---

# 2
{
  "formula": "C26H16BrN6O2ReSe",
  "method": "ωB97M-V with the def2-TZVPD basis set",
  "symbols": ["Re", "O", "C", "C", "C", "C", "C", "C", "C", "N", "N", "C", "O", "C", "C", "C", "C", "C", "C", "H", "H", "H", "H", "H", "H", "H", "H", "H", "H", "Se", "N", "C", "C", "C", "C", "C", "N", "C", "C", "N", "C", "C", "C", "C", "C", "N", "H", "H", "H", "H", "H", "H", "Br"],
  "coordinates": [[-0.5968, -0.0153, -0.6641], [-2.1650, -0.8274, -1.5093], [-2.3150, -1.0076, -2.8315], [-3.6053, -0.9800, -3.3591], [-3.8062, -1.1706, -4.7083], [-2.7352, -1.4226, -5.5742], [-1.4671, -1.4931, -5.0576], [-1.2297, -1.2706, -3.6883], [0.0812, -1.5260, -3.1666], [0.4522, -1.1949, -1.9783], [1.5914, -1.8372, -1.4486], [1.4026, -1.9418, -0.1716], [0.3383, -1.4371, 0.4376], [2.3952, -2.6185, 0.6901], [3.5942, -3.0899, 0.1593], [4.5146, -3.7087, 0.9875], [4.2416, -3.8641, 2.3417], [3.0460, -3.3997, 2.8702], [2.1229, -2.7732, 2.0465], [-4.4331, -0.7978, -2.6870], [-4.8137, -1.1320, -5.1025], [-2.9097, -1.5784, -6.6291], [-0.6244, -1.7204, -5.6998], [0.7864, -2.1212, -3.7414], [3.7923, -2.9711, -0.8977], [5.4460, -4.0755, 0.5768], [4.9623, -4.3527, 2.9844], [2.8308, -3.5274, 3.9229], [1.1864, -2.4100, 2.4455], [-0.4101, 5.6780, 4.5522], [0.8596, 4.8179, 3.6537], [0.2593, 3.9117, 2.9303], [0.9706, 2.9948, 2.0375], [2.3572, 2.9884, 1.8750], [2.9257, 2.0882, 1.0016], [2.1052, 1.2144, 0.2961], [0.7838, 1.2177, 0.4476], [0.2201, 2.0876, 1.3105], [-1.2315, 2.0115, 1.4456], [-1.8469, 1.0548, 0.7178], [-3.1724, 0.9331, 0.7746], [-3.9430, 1.7660, 1.5768], [-3.3243, 2.7400, 2.3297], [-1.9356, 2.8697, 2.2707], [-1.1751, 3.8571, 3.0380], [-1.7299, 4.7199, 3.8457], [2.9579, 3.6923, 2.4359], [3.9941, 2.0480, 0.8476], [2.5132, 0.5074, -0.4150], [-3.6035, 0.1542, 0.1610], [-5.0151, 1.6361, 1.5983], [-3.8896, 3.4076, 2.9670], [-0.7527, 1.8685, -2.2459]],
  "atomic_forces_ev_per_a": [[0.055, 0.098, -0.223], [0.042, -0.277, -0.139], [-0.121, 0.065, 0.232], [-0.027, 0.018, 0.001], [-0.010, -0.014, -0.081], [-0.082, 0.018, 0.058], [0.055, 0.020, 0.036], [0.159, -0.045, -0.119], [0.086, -0.116, -0.046], [0.290, -0.010, 0.040], [-0.395, 0.247, -0.085], [0.093, -0.081, 0.468], [-0.184, -0.159, -0.116], [-0.093, 0.053, -0.046], [0.007, -0.014, -0.030], [0.001, 0.003, -0.004], [0.012, -0.010, -0.015], [-0.017, 0.020, -0.039], [0.041, -0.019, 0.049], [0.002, -0.001, -0.019], [0.013, 0.002, 0.002], [-0.002, 0.002, 0.007], [-0.013, 0.003, 0.012], [-0.048, -0.029, -0.018], [0.000, -0.004, 0.016], [-0.008, 0.002, 0.006], [-0.001, 0.002, -0.006], [0.003, 0.002, -0.011], [0.002, -0.002, 0.004], [0.002, 0.102, 0.021], [-0.102, -0.025, 0.053], [0.104, -0.104, -0.139], [0.006, 0.187, 0.165], [0.022, 0.050, 0.023], [-0.004, -0.047, -0.021], [-0.008, 0.092, 0.008], [0.169, 0.055, -0.007], [-0.159, -0.171, -0.075], [0.124, -0.152, -0.103], [0.050, 0.027, 0.020], [0.061, 0.026, 0.088], [-0.009, -0.048, -0.014], [-0.026, 0.048, 0.039], [0.010, 0.175, 0.175], [-0.110, -0.118, -0.134], [0.114, -0.023, 0.043], [0.001, -0.010, -0.005], [-0.005, 0.015, 0.007], [-0.007, -0.023, 0.005], [-0.002, 0.008, -0.026], [0.006, 0.008, 0.001], [0.003, -0.010, -0.006], [-0.100, 0.164, -0.050]],
  "gap_ev": [6.7, 6.7],
  "total_charge": 1,
  "largest_force_ev_per_a": 0.48,
  "spin_multiplicity": 4,
  "de_lowest_kcal_mol": 9.4,
  "total_energy_ev": -177773.1761
}

---

# 3
{
  "formula": "C43H44NO2P2RhSe2",
  "method": "ωB97M-V with the def2-TZVPD basis set",
  "symbols": ["Rh", "O", "C", "C", "C", "O", "C", "Se", "C", "Se", "H", "H", "H", "H", "H", "H", "H", "H", "H", "H", "C", "N", "C", "P", "C", "C", "C", "C", "C", "C", "C", "C", "C", "C", "C", "C", "C", "C", "C", "C", "C", "C", "P", "C", "C", "C", "C", "C", "C", "C", "C", "C", "C", "C", "C", "H", "H", "H", "H", "H", "H", "H", "H", "H", "H", "H", "H", "H", "H", "H", "H", "H", "H", "H", "H", "H", "H", "H", "H", "H", "H", "H", "H", "H", "C", "C", "C", "C", "C", "C", "H", "H", "H", "H", "H"],
  "coordinates": [[-0.2908, 0.4824, 0.6008], [-5.6262, -0.1237, -1.5070], [-5.6518, -0.7394, -0.2322], [-4.2496, -0.7065, 0.3992], [-4.4052, -1.3983, 1.7626], [-3.2207, -1.4760, 2.5176], [-3.3275, -1.4670, -0.5613], [-1.4261, -1.7535, -0.1262], [-3.8521, 0.7661, 0.5499], [-2.3324, 1.1501, 1.7179], [-6.4914, -0.2114, -1.9121], [-5.9692, -1.7870, -0.3091], [-6.3531, -0.2189, 0.4347], [-4.8306, -2.3983, 1.6013], [-5.1108, -0.8249, 2.3715], [-2.5487, -1.9586, 1.9972], [-3.3586, -0.9667, -1.5267], [-3.7090, -2.4829, -0.6844], [-4.6823, 1.3238, 0.9860], [-3.6193, 1.1901, -0.4270], [0.5557, -0.0393, 4.1299], [1.2181, 1.2261, 4.3929], [0.7717, 2.2865, 3.6498], [1.7288, 1.4498, -0.0605], [2.9074, 2.6050, 0.6921], [4.1284, 2.1373, 1.1803], [5.0539, 3.0258, 1.7044], [4.7722, 4.3841, 1.7470], [3.5526, 4.8532, 1.2755], [2.6240, 3.9689, 0.7482], [2.5615, 0.9297, -1.5492], [1.9346, -0.0588, -2.3236], [2.4762, -0.4594, -3.5297], [3.6613, 0.1073, -3.9843], [4.2991, 1.0759, -3.2198], [3.7582, 1.4910, -2.0156], [2.2231, 1.3342, 5.3543], [2.5612, 0.2842, 6.2256], [3.5808, 0.4218, 7.1515], [4.2959, 1.6042, 7.2609], [3.9483, 2.6598, 6.4309], [2.9351, 2.5342, 5.5000], [0.6798, -0.7563, 2.3915], [0.1259, -2.4502, 2.8557], [-0.8402, -2.6421, 3.8434], [-1.2604, -3.9195, 4.1831], [-0.7462, -5.0255, 3.5271], [0.1969, -4.8428, 2.5262], [0.6272, -3.5702, 2.1914], [2.4527, -1.1033, 2.1089], [3.4448, -1.0969, 3.0822], [4.7576, -1.3948, 2.7394], [5.0917, -1.7065, 1.4303], [4.1055, -1.7271, 0.4526], [2.7982, -1.4230, 0.7937], [-0.5203, 0.0987, 4.2825], [0.8991, -0.8093, 4.8064], [1.1394, 3.2736, 3.8634], [-0.2257, 2.2042, 3.2456], [4.3494, 1.0764, 1.1447], [5.9970, 2.6564, 2.0875], [5.4992, 5.0770, 2.1515], [3.3294, 5.9121, 1.3124], [1.6743, 4.3304, 0.3711], [1.0118, -0.5027, -1.9639], [1.9729, -1.2114, -4.1242], [4.0837, -0.2001, -4.9322], [5.2280, 1.5119, -3.5658], [4.2598, 2.2561, -1.4394], [2.0344, -0.6583, 6.2210], [3.8148, -0.4130, 7.8001], [5.0967, 1.7027, 7.9811], [4.4781, 3.6017, 6.5053], [2.7131, 3.3776, 4.8652], [-1.2942, -1.7972, 4.3424], [-1.9996, -4.0481, 4.9638], [-1.0799, -6.0219, 3.7859], [0.5998, -5.6983, 1.9990], [1.3581, -3.4549, 1.4043], [3.2195, -0.8426, 4.1091], [5.5246, -1.3777, 3.5038], [6.1194, -1.9263, 1.1708], [4.3547, -1.9630, -0.5744], [2.0267, -1.4325, 0.0313], [-1.7876, 3.1408, -3.2028], [-1.5386, 3.7350, -1.9744], [-1.1546, 2.9606, -0.8864], [-1.0264, 1.5703, -0.9890], [-1.3059, 0.9878, -2.2242], [-1.6757, 1.7649, -3.3187], [-2.0570, 3.7464, -4.0591], [-1.6333, 4.8093, -1.8622], [-0.9509, 3.4561, 0.0573], [-1.2374, -0.0856, -2.3554], [-1.8740, 1.2799, -4.2678]],
  "atomic_forces_ev_per_a": [[-0.914, -0.584, 0.099], [0.088, 0.068, 0.002], [-0.029, -0.024, 0.174], [0.096, -0.103, -0.002], [-0.019, 0.063, -0.169], [0.002, -0.111, 0.184], [0.266, 0.201, -0.154], [0.121, 0.242, 0.268], [0.032, 0.067, 0.014], [0.376, -0.203, -0.113], [-0.063, 0.010, -0.023], [-0.006, 0.023, -0.030], [0.007, -0.018, -0.017], [0.009, 0.004, 0.019], [-0.044, -0.051, -0.018], [-0.041, 0.131, -0.064], [-0.088, -0.044, -0.023], [-0.036, 0.005, -0.048], [-0.005, 0.009, -0.023], [0.026, 0.035, 0.039], [0.058, 0.168, -0.214], [-0.080, -0.371, -0.229], [-0.175, 0.343, 0.093], [0.210, 0.234, -0.130], [-0.086, -0.047, 0.057], [-0.074, -0.013, 0.058], [0.056, -0.025, 0.070], [-0.088, 0.023, 0.013], [0.066, 0.054, 0.022], [-0.095, -0.092, 0.047], [-0.083, -0.026, -0.084], [-0.028, 0.021, 0.112], [0.051, -0.044, -0.074], [-0.018, -0.001, 0.009], [0.068, -0.014, -0.008], [-0.056, -0.019, 0.003], [0.306, 0.019, 0.301], [-0.103, -0.019, -0.048], [0.099, 0.085, 0.022], [-0.022, 0.006, 0.008], [0.101, -0.024, 0.100], [-0.051, 0.023, -0.201], [0.233, 0.016, 0.447], [-0.195, -0.004, -0.098], [0.098, 0.037, -0.016], [-0.088, -0.070, 0.065], [0.033, 0.052, -0.019], [0.017, -0.049, -0.043], [0.002, 0.054, 0.070], [-0.027, 0.079, -0.076], [-0.018, 0.032, 0.016], [0.059, 0.030, 0.075], [0.000, 0.006, -0.034], [0.054, -0.013, 0.003], [-0.003, -0.026, 0.059], [0.043, -0.045, 0.034], [-0.048, 0.006, 0.061], [0.047, -0.026, -0.019], [0.061, -0.125, -0.160], [0.027, -0.002, 0.008], [-0.002, -0.011, -0.018], [-0.007, -0.009, 0.003], [-0.005, -0.008, -0.013], [0.020, 0.024, 0.000], [-0.023, 0.001, -0.034], [-0.007, -0.010, 0.027], [0.002, -0.013, 0.006], [-0.018, 0.020, -0.010], [-0.001, 0.012, -0.013], [-0.035, 0.015, -0.058], [-0.026, -0.012, -0.008], [-0.013, 0.010, 0.002], [-0.014, -0.010, -0.027], [0.070, -0.005, -0.004], [-0.028, -0.086, 0.010], [-0.024, 0.028, -0.031], [0.000, 0.003, 0.019], [-0.001, 0.013, -0.011], [0.048, 0.004, -0.021], [-0.020, -0.030, -0.020], [-0.012, 0.016, 0.002], [-0.003, -0.016, 0.000], [-0.016, 0.002, -0.007], [0.034, -0.031, -0.004], [-0.012, 0.041, -0.046], [0.004, 0.055, 0.044], [-0.108, 0.017, -0.128], [0.146, -0.044, 0.020], [-0.098, 0.143, -0.171], [-0.018, -0.066, 0.008], [-0.040, -0.015, 0.009], [0.014, -0.006, -0.004], [0.026, -0.020, 0.003], [0.044, 0.008, 0.066], [-0.006, 0.025, -0.006]],
  "gap_ev": [6.8, 5.7],
  "largest_force_ev_per_a": 1.09,
  "spin_multiplicity": 5,
  "de_lowest_kcal_mol": 27.5,
  "total_energy_ev": -203165.8146
}

---

What is the formula in the third record?
C43H44NO2P2RhSe2